ORCA calculation (ωB97M-V/def2-TZVPD) on a molecular structure, C59H54AsN9O5Tc.

Positions of all 129 atoms, in Å:
Tc -0.005 0.401 0.082
O -3.162 -1.322 1.349
C -2.423 -1.135 0.414
N -2.390 0.104 -0.281
C -2.441 0.025 -1.752
C -3.497 -0.621 -2.378
C -3.588 -0.604 -3.762
C -2.619 0.072 -4.496
C -1.551 0.699 -3.873
C -1.435 0.666 -2.483
N -0.411 1.220 -1.729
C 0.025 2.483 -1.978
O 0.033 3.086 -3.037
C 0.382 3.188 -0.684
C 0.663 4.541 -0.666
C 0.773 5.186 0.556
C 0.596 4.450 1.719
C 0.340 3.094 1.622
N 0.235 2.471 0.446
C -1.468 -2.159 -0.112
C -1.814 -3.490 -0.221
C -0.854 -4.372 -0.699
C 0.404 -3.885 -1.013
C 0.672 -2.537 -0.841
N -0.252 -1.676 -0.406
H -4.239 -1.156 -1.797
H -4.399 -1.117 -4.260
H -2.686 0.094 -5.576
H -0.794 1.213 -4.447
H 0.768 5.055 -1.611
H 0.984 6.246 0.602
H 0.658 4.913 2.693
H 0.215 2.467 2.498
H -2.809 -3.812 0.053
H -1.085 -5.422 -0.818
H 1.184 -4.538 -1.375
H 1.654 -2.130 -1.041
C 4.128 4.097 2.789
C 5.115 3.394 1.870
N 5.530 2.091 2.377
C 6.401 2.044 3.557
C 5.671 1.662 4.837
C 5.140 0.921 1.849
O 5.461 -0.169 2.306
C 4.259 0.905 0.628
C 4.805 0.717 -0.636
C 3.950 0.459 -1.692
C 2.592 0.347 -1.449
N 2.061 0.523 -0.229
C 2.889 0.837 0.778
H 3.848 5.065 2.371
H 4.561 4.273 3.774
H 3.223 3.498 2.915
H 6.011 4.008 1.748
H 4.684 3.260 0.878
H 6.853 3.032 3.651
H 7.196 1.327 3.355
H 4.885 2.380 5.076
H 6.375 1.644 5.669
H 5.229 0.672 4.743
H 5.876 0.760 -0.781
H 4.324 0.313 -2.696
H 1.894 0.109 -2.241
H 2.418 0.963 1.745
O 0.356 -0.193 2.146
As 0.467 -1.499 3.186
C -1.256 -1.996 3.852
C -1.801 -1.105 4.777
C -3.046 -1.357 5.328
C -3.747 -2.500 4.966
C -3.210 -3.382 4.043
C -1.967 -3.131 3.480
C 1.461 -0.876 4.688
C 2.013 0.397 4.653
C 2.741 0.855 5.744
C 2.907 0.042 6.855
C 2.353 -1.233 6.883
C 1.626 -1.697 5.799
C 1.491 -2.916 2.403
C 2.702 -2.498 1.855
C 3.561 -3.415 1.273
C 3.215 -4.760 1.247
C 2.030 -5.186 1.828
C 1.168 -4.270 2.417
H -1.248 -0.222 5.078
H -3.464 -0.671 6.052
H -4.713 -2.704 5.408
H -3.759 -4.271 3.759
H -1.591 -3.806 2.728
H 1.871 1.020 3.778
H 3.178 1.845 5.726
H 3.470 0.401 7.705
H 2.491 -1.864 7.750
H 1.197 -2.692 5.823
H 3.000 -1.459 1.908
H 4.507 -3.072 0.875
H 3.887 -5.483 0.804
H 1.782 -6.240 1.844
H 0.273 -4.632 2.896
C -11.975 4.675 -2.615
C -10.596 5.098 -2.193
C -10.406 6.040 -1.183
C -9.137 6.421 -0.780
C -8.026 5.869 -1.399
N -6.726 6.306 -0.988
C -5.644 5.579 -0.668
O -4.551 5.988 -0.392
N -5.932 4.139 -0.615
C -5.083 3.159 -0.417
C -5.594 1.827 -0.254
C -4.734 0.849 0.053
C -3.286 1.118 0.284
N -2.806 2.406 -0.119
C -3.600 3.350 -0.405
C -8.189 4.958 -2.436
C -9.467 4.568 -2.810
H -12.733 5.352 -2.227
H -12.201 3.673 -2.246
H -12.060 4.652 -3.701
H -11.266 6.482 -0.698
H -9.012 7.146 0.014
H -6.591 7.295 -0.820
H -6.919 3.899 -0.684
H -6.655 1.643 -0.372
H -5.082 -0.161 0.223
H -3.173 1.065 1.380
H -3.198 4.311 -0.690
H -7.337 4.604 -3.005
H -9.585 3.867 -3.627

Computed properties:
**Frontier orbital gap (spin up / spin down)**: 4.49 / 4.33 eV
**Strongest force on any atom**: 0.011 hartree/bohr
**Charge**: +2
**Multiplicity**: 2

ORCA calculation (ωB97M-V/def2-TZVPD) on 12 unconnected molecules or ions with the total composition C59H56Cl4F9NO at a distorted geometry.

Positions of all 130 atoms, in Å:
F 12.924 25.677 -9.528
C 11.715 26.233 -9.655
C 11.566 27.597 -9.511
C 10.308 28.188 -9.548
C 9.190 27.377 -9.723
C 9.349 26.012 -9.964
C 10.596 25.431 -9.892
H 12.446 28.213 -9.354
H 10.192 29.248 -9.379
H 8.266 27.935 -9.810
H 8.495 25.399 -10.205
H 10.778 24.368 -10.004
F 10.231 28.940 -5.655
C 9.717 27.721 -5.434
C 8.599 27.537 -4.662
C 8.098 26.270 -4.427
C 8.730 25.177 -5.001
C 9.849 25.353 -5.818
C 10.335 26.630 -6.055
H 8.152 28.437 -4.250
H 7.199 26.161 -3.836
H 8.321 24.183 -4.866
H 10.281 24.522 -6.359
H 11.093 26.764 -6.816
F 1.062 25.826 -8.302
C 0.618 24.956 -7.376
C 0.655 23.607 -7.688
C 0.126 22.715 -6.757
C -0.326 23.168 -5.532
C -0.349 24.534 -5.254
C 0.147 25.439 -6.172
H 1.028 23.348 -8.666
H 0.141 21.648 -6.946
H -0.706 22.480 -4.787
H -0.719 24.890 -4.301
H 0.089 26.500 -5.970
F 7.236 23.590 -9.626
C 6.266 23.327 -8.742
C 6.416 23.597 -7.382
C 5.397 23.279 -6.492
C 4.224 22.720 -6.963
C 4.068 22.403 -8.299
C 5.117 22.669 -9.161
H 7.294 24.152 -7.072
H 5.577 23.468 -5.444
H 3.510 22.386 -6.216
H 3.169 21.898 -8.624
H 5.010 22.356 -10.195
F -0.112 16.719 -5.938
C 0.943 17.544 -6.017
C 0.892 18.744 -5.352
C 1.990 19.601 -5.416
C 3.103 19.261 -6.177
C 3.094 18.076 -6.919
C 2.037 17.194 -6.783
H 0.012 19.085 -4.822
H 1.970 20.541 -4.880
H 3.968 19.912 -6.181
H 3.960 17.841 -7.523
H 2.008 16.282 -7.366
F 2.047 25.127 -12.165
C 3.181 25.829 -11.987
C 3.176 27.191 -12.220
C 4.352 27.912 -12.025
C 5.492 27.282 -11.531
C 5.429 25.920 -11.276
C 4.303 25.171 -11.515
H 2.266 27.636 -12.599
H 4.327 28.984 -12.169
H 6.399 27.868 -11.489
H 6.327 25.392 -10.974
H 4.289 24.105 -11.349
F 3.604 30.078 -7.429
C 4.508 29.085 -7.486
C 5.835 29.369 -7.193
C 6.749 28.331 -7.317
C 6.352 27.064 -7.693
C 5.026 26.792 -8.004
C 4.105 27.829 -7.886
H 6.186 30.333 -6.852
H 7.803 28.515 -7.153
H 7.079 26.262 -7.707
H 4.771 25.822 -8.408
H 3.067 27.662 -8.151
F 2.813 23.187 -1.804
C 3.164 23.996 -2.822
C 4.002 25.066 -2.551
C 4.323 25.964 -3.553
C 3.857 25.773 -4.850
C 3.065 24.667 -5.093
C 2.631 23.806 -4.085
H 4.363 25.251 -1.548
H 4.944 26.820 -3.314
H 4.189 26.423 -5.649
H 2.642 24.507 -6.079
H 1.938 23.007 -4.306
F 0.996 21.232 -9.507
C 0.271 20.101 -9.651
C 0.934 18.887 -9.656
C 0.229 17.692 -9.719
C -1.154 17.757 -9.773
C -1.820 18.976 -9.670
C -1.113 20.170 -9.642
H 2.013 18.954 -9.576
H 0.783 16.765 -9.725
H -1.792 16.883 -9.795
H -2.902 18.978 -9.675
H -1.588 21.137 -9.538
C 11.092 20.348 -12.834
N 9.872 21.061 -13.164
C 9.049 21.718 -12.323
C 7.912 22.473 -12.978
O 9.225 21.777 -11.115
H 11.354 19.773 -13.720
H 10.963 19.651 -12.009
H 11.917 21.022 -12.601
H 9.651 21.111 -14.142
H 7.642 23.296 -12.323
H 7.049 21.826 -13.142
H 8.209 22.882 -13.945
Cl 6.662 22.999 -1.978
C 6.947 21.680 -3.144
Cl 5.436 21.170 -3.870
H 7.630 22.046 -3.906
H 7.439 20.833 -2.676
Cl 8.777 18.773 -9.272
C 7.569 20.076 -9.290
Cl 6.185 19.681 -8.237
H 8.026 21.007 -8.986
H 7.170 20.152 -10.293

Computed properties:
**Frontier orbital gap**: 9.28 eV
**Strongest force on any atom**: 0.039 hartree/bohr
**Structure (SMILES)**: Fc1ccccc1.Fc1ccccc1.Fc1ccccc1.Fc1ccccc1.Fc1ccccc1.Fc1ccccc1.Fc1ccccc1.Fc1ccccc1.Fc1ccccc1.CNC(C)=O.ClCCl.ClCCl

ORCA calculation (ωB97M-V/def2-TZVPD) on a molecular structure, C59H59N5P2Pt.

Positions of all 126 atoms, in Å:
Pt -0.451 -1.244 -0.310
C -2.054 -3.875 -1.250
P -0.332 -3.568 -0.643
C 0.765 -4.215 -1.919
C 0.558 -5.516 -2.388
C 1.454 -6.074 -3.282
C 2.568 -5.350 -3.695
C 2.782 -4.065 -3.224
C 1.879 -3.497 -2.336
C -0.085 -4.670 0.759
C -1.101 -4.893 1.689
C -0.862 -5.693 2.793
C 0.392 -6.259 2.984
C 1.405 -6.037 2.062
C 1.172 -5.245 0.949
C -2.490 -2.661 -1.965
C -3.317 -2.455 -3.108
C -3.390 -1.104 -3.298
C -2.589 -0.492 -2.270
C -2.367 0.927 -1.952
P -1.290 1.087 -0.436
C -2.479 1.657 0.826
C -2.284 1.303 2.158
C -3.145 1.758 3.146
C -4.218 2.568 2.813
C -4.431 2.918 1.485
C -3.570 2.470 0.498
C -0.203 2.563 -0.935
C -0.886 3.900 -0.751
C -0.347 5.079 -1.076
C 0.955 5.340 -1.690
C 1.862 4.422 -2.028
C 1.692 2.943 -1.799
N -2.061 -1.456 -1.492
H -2.689 -4.019 -0.369
H -2.119 -4.769 -1.867
H -0.289 -6.096 -2.042
H 1.294 -7.078 -3.650
H 3.273 -5.798 -4.382
H 3.650 -3.506 -3.546
H 2.039 -2.495 -1.963
H -2.078 -4.441 1.569
H -1.655 -5.875 3.506
H 0.578 -6.876 3.852
H 2.378 -6.491 2.200
H 1.965 -5.080 0.230
H -3.810 -3.224 -3.681
H -3.942 -0.575 -4.057
H -3.345 1.381 -1.781
H -1.926 1.447 -2.809
H -1.452 0.671 2.433
H -2.972 1.475 4.176
H -4.887 2.929 3.581
H -5.270 3.545 1.214
H -3.759 2.784 -0.520
H -1.868 3.914 -0.305
H -0.942 5.961 -0.864
H 1.182 6.382 -1.882
H 2.787 4.738 -2.497
H 2.595 2.408 -2.099
C -4.366 -1.989 3.958
C -3.180 -2.027 4.684
C -1.956 -1.975 4.044
C -1.918 -1.882 2.647
C -3.110 -1.845 1.916
C -4.326 -1.899 2.572
N -0.709 -1.837 1.969
N 0.404 -2.158 2.507
C 1.525 -1.962 1.800
C 2.751 -2.432 2.308
C 3.897 -2.242 1.589
C 3.830 -1.548 0.372
C 2.610 -1.113 -0.073
N 1.457 -1.329 0.591
H -5.316 -2.036 4.472
H -3.213 -2.097 5.763
H -1.023 -2.016 4.589
H -3.056 -1.760 0.837
H -5.246 -1.864 2.004
H 2.734 -2.943 3.260
H 4.845 -2.617 1.952
H 4.716 -1.329 -0.205
H 2.541 -0.544 -0.988
C -1.381 3.559 -5.721
C -0.755 2.666 -4.685
C -0.584 1.292 -4.961
C 0.053 0.446 -4.036
C 0.240 -1.004 -4.390
C 0.493 0.952 -2.843
C 0.346 2.373 -2.445
C -0.331 3.172 -3.494
N 1.176 2.562 -0.480
C 1.702 2.988 0.831
C 1.041 2.122 1.905
C 1.646 2.386 3.287
C 1.408 3.846 3.674
C 2.069 4.743 2.628
C 3.575 4.483 2.597
C 3.813 3.023 2.205
C 3.152 2.107 3.240
C 3.214 2.760 0.818
C 1.465 4.463 1.246
H -2.245 3.083 -6.185
H -0.663 3.775 -6.514
H -1.695 4.507 -5.287
H -0.933 0.889 -5.904
H 1.289 -1.222 -4.598
H -0.334 -1.264 -5.279
H -0.078 -1.660 -3.579
H 1.005 0.299 -2.148
H -0.501 4.220 -3.305
H 1.158 1.072 1.645
H -0.030 2.358 1.931
H 1.167 1.724 4.015
H 1.825 4.046 4.664
H 0.333 4.050 3.722
H 1.885 5.791 2.878
H 4.012 4.684 3.578
H 4.060 5.149 1.878
H 4.886 2.820 2.163
H 3.592 2.289 4.224
H 3.337 1.058 2.991
H 3.428 1.734 0.521
H 3.681 3.426 0.084
H 1.921 5.131 0.517
H 0.395 4.670 1.278

Computed properties:
**Frontier orbital gap (spin up / spin down)**: 6.20 / 5.08 eV
**Strongest force on any atom**: 0.015 hartree/bohr
**Charge**: +2
**Multiplicity**: 5